## one
49
Properties=species:S:1:pos:R:3 method="wB97M-V/def2-TZVPD" smiles=COc1cccc(OC)c1OCCCCCc1c(C)n[nH]c1C homo_lumo_gap_ev=8.450 e_homo_ev=-7.69 spin_multiplicity=1
H -2.9964 -1.5565 0.4273
C 0.5700 -2.4903 -1.3843
H 1.9599 1.7657 3.0083
H -3.0227 0.9508 -3.4509
H 1.8426 -4.0660 1.8225
H 0.1743 1.6836 3.0150
C 0.6629 -2.3216 2.0993
H 0.3886 -3.0674 -2.2932
H 0.1447 -1.5000 -1.5403
H 2.6137 -3.1428 -1.6881
H -1.0349 3.2711 1.7935
H -1.8083 0.7423 -4.7370
C -2.1312 2.5309 -1.3023
C 1.0482 2.1553 2.5553
C -1.0327 2.8356 0.8088
C -1.0824 1.7327 -1.7258
C -1.0682 -1.2273 1.2511
C -2.2161 -0.7946 0.4125
H 0.3234 -4.1209 0.0144
C 2.0413 0.1422 -0.7168
C -2.0696 1.3166 -3.8491
O -1.0158 1.1134 -2.9441
C -0.1593 -3.1669 -0.2130
H 2.4238 -0.7979 -2.5959
C 2.6403 -0.9984 -1.5460
C 0.0198 1.4810 -0.8823
H 2.2887 -2.5075 -0.0812
H -2.9738 2.7261 -1.9447
N -0.7857 -0.6415 2.4006
O 1.1393 1.8236 1.1914
C 1.7877 -3.2117 2.4918
H -2.1732 2.3726 -4.1208
H -1.1896 -3.3743 -0.5122
H 1.6445 -3.5760 3.5093
C 2.0797 -2.3622 -1.1414
N 0.2592 -1.3066 2.9023
C -2.1003 3.0740 -0.0303
C 0.0408 2.0500 0.3967
H 1.6980 -0.2374 0.2490
H 2.7394 -2.6792 2.4550
H 0.6494 -1.0376 3.7907
H 2.7868 0.9268 -0.5373
H -2.6204 0.1358 0.8007
H 3.7240 -1.0066 -1.4153
H -2.9192 3.6897 0.3085
H -1.9048 -0.6450 -0.6184
H 1.0120 3.2392 2.7087
O 0.9611 0.6806 -1.4561
C -0.1780 -2.3012 1.0030

## two
49
Properties=species:S:1:pos:R:3 method="wB97M-V/def2-TZVPD" smiles="CCCN1Cc2cccc(C(=O)NCCCOC(C)C)c2C1=O" homo_lumo_gap_ev=9.265 e_homo_ev=-9.02 spin_multiplicity=1
C -0.5802 -6.2069 -0.9845
C -0.0241 -5.2520 0.0685
C 1.4860 -2.5780 0.1453
H 3.0754 2.7424 -1.3333
O 1.3284 -5.0116 -0.3049
C -1.4383 3.1722 -0.2449
H -4.6404 2.1890 -0.4157
C -0.1451 -5.8626 1.4668
H -1.6338 -6.3959 -0.8006
H -0.3901 4.6869 -1.3741
H -0.0342 -7.1461 -0.9541
C -3.5713 2.1419 -0.2748
H 0.8833 -2.5803 -0.7650
H 0.7804 0.0219 0.9278
C 2.9452 3.8249 -1.3031
H 3.9300 4.2803 -1.1857
H 2.3206 -1.8918 -0.0099
H -3.5686 0.0470 0.1743
H -0.4631 -5.7726 -1.9733
C 0.6421 -2.0514 1.3110
N 0.1091 -0.7421 1.0203
H -0.5963 -4.3141 0.0316
H 2.9710 4.0985 -3.4401
C -1.1565 -0.5877 0.6071
H 0.1792 -5.1637 2.2343
H 0.4647 -6.7611 1.5312
C 2.3096 4.3038 -2.6021
N 0.8135 3.5457 -0.0777
C -2.9739 0.9414 0.0601
H 2.6452 3.8311 0.8246
H -0.5743 5.0598 0.3504
C -2.7997 3.2821 -0.4338
O 1.5529 1.4898 0.5217
C 2.1115 4.1762 -0.0671
H 1.9629 5.2564 0.0005
C -0.8207 1.9641 0.1044
H 2.1246 5.3762 -2.5688
H -3.2461 4.2285 -0.6999
C -0.4073 4.2486 -0.3697
C 0.6338 2.2402 0.2166
O -1.9556 -1.5106 0.5445
H 1.2594 -1.9835 2.2126
H -1.1821 -6.1225 1.6602
H 1.3687 3.7897 -2.7852
H 2.0700 -4.2073 1.4578
H 3.0409 -4.0785 -0.0201
H -0.2077 -2.7092 1.5060
C 2.0262 -3.9992 0.3793
C -1.5988 0.8111 0.2618

List of relative energies, unit eV: one 2.548; two 0.000

## one
144
Properties=species:S:1:pos:R:3 method="wB97M-V/def2-TZVPD" smiles=CC1(C)CCCC(C)(C)N1O.COC[C@H](C)N.COC[C@H](C)N.COC[C@H](C)N.COC[C@H](C)N.COC[C@H](C)N.COC[C@H](C)N.CO.CO homo_lumo_gap_ev=8.574 e_homo_ev=-8.16 spin_multiplicity=1
H -19.4805 19.5917 12.6013
C -21.8912 25.3434 -4.8543
H -24.1451 17.7355 -6.6642
O -18.5073 10.2628 1.6190
C -15.7016 12.1757 3.4635
H -19.6626 26.2062 -7.9621
H -13.9639 27.2368 -0.2379
C -23.4333 17.3336 -5.9432
H -14.3930 20.5085 0.3335
H -16.0961 9.4721 1.6510
H -3.1944 18.1651 -2.5902
C -17.5045 21.0549 0.0918
H -6.0964 19.0790 -0.2851
H -23.6334 15.5952 -8.1119
C -9.4431 15.8605 6.8821
H -26.3954 18.2868 0.3369
H -27.6519 18.3066 2.7148
H -13.1629 27.9596 -1.5972
N -15.5747 10.2497 2.0300
H -14.5328 21.6396 3.1682
H -19.4072 10.8752 -0.1247
H -8.0482 15.9470 -0.5511
H -19.1351 23.8365 -7.4495
H -3.1382 17.3466 -4.1288
C -19.0460 25.9342 -7.1054
H -14.8765 11.9072 4.1232
H -22.4823 26.2590 -4.8394
C -16.1168 19.7600 1.8831
H -15.3167 10.7639 1.1998
H -16.2962 18.8184 1.3643
H -19.3440 25.9155 -5.0208
H -4.9974 15.7097 -4.8340
H -15.4416 20.6378 4.3166
H -20.4275 27.1192 -5.8259
O -18.1803 16.3940 10.8985
H -17.6286 18.3049 10.8742
H -2.6440 15.4235 -1.9366
H -19.6645 17.6336 8.9356
H -17.4782 21.8675 -0.6342
C -18.3639 17.6895 11.3926
H -17.8248 20.1153 -0.3582
C -18.3942 24.5849 -7.1682
H -25.1971 13.8071 -6.6812
C -20.2063 18.2651 9.6397
N -20.0243 19.4378 11.7642
H -22.4824 17.7742 -6.2428
C -16.1773 20.9300 0.8719
H -21.3193 25.2655 -3.9296
C -6.1835 17.1634 -1.1048
H -21.2206 17.8907 9.5016
H -21.9677 15.2990 -7.5004
H -20.3375 11.3334 1.2780
H -8.7295 16.5604 6.4474
H -23.5194 17.5871 1.3694
H -15.4388 20.3502 -0.9350
H -5.2957 17.1507 0.9642
H -17.8256 24.3798 -6.2611
H -6.4452 17.7167 -3.7023
H -16.9662 15.3559 12.1662
H -25.5547 16.7583 2.6371
C -3.6943 15.5165 -1.6604
H -21.4868 15.9580 -5.0979
H -27.5096 20.9540 3.3823
H -22.0780 14.4918 -5.2594
C -4.4650 15.2452 -4.0039
H -14.5724 25.5081 -1.7608
C -7.7088 16.9550 -0.7900
H -24.9481 13.8616 -8.4985
H -16.4472 12.6993 4.0620
C -23.0329 15.1764 -7.3045
H -20.1078 19.2998 9.3114
H -4.0235 14.5108 -1.3991
H -23.7913 18.6040 2.8113
H -16.9009 19.6585 2.6334
H -16.8914 10.3837 3.6496
N -15.1310 20.9580 -0.1894
H -13.7260 20.5667 4.1826
N -5.9014 16.4815 -2.4236
C -4.4926 16.2901 -2.8146
C -3.7977 17.5964 -3.2977
H -17.5851 24.5824 -7.8986
H -3.3500 17.3802 -0.4416
O -6.7210 16.8332 -3.4475
H -16.0821 21.8391 1.4657
C -23.3718 15.7848 -5.9381
N -22.3434 15.4316 -5.0017
H -26.2987 19.0349 3.5976
C -5.9613 18.6890 -1.2939
H -16.6850 15.0057 10.4640
H -5.8019 15.5905 0.2188
C -27.7430 20.8322 2.3246
C -24.2111 18.2702 1.8624
C -19.9478 26.1431 -5.8993
H -25.2812 17.0750 0.1708
H -10.2890 15.9721 6.2038
O -26.8161 19.9356 1.8418
H -12.5542 26.3560 -1.0902
H -6.7761 19.0407 -1.9267
N -17.9292 26.8132 -6.9412
H -18.3051 21.3133 0.7849
C -14.6343 20.6372 3.5842
H -24.2097 19.1556 1.2266
C -19.8580 18.0998 11.1510
C -25.6218 17.6470 2.0096
C -16.9182 15.8007 11.1723
H -20.5554 17.3657 11.5544
H -4.5403 18.2897 -3.6927
H -24.6206 12.4141 -7.5295
C -5.3373 16.5616 0.0481
C -13.4320 26.9985 -1.1590
N -26.0795 17.3982 0.6983
H -4.9672 19.0495 -1.5584
C -19.6792 10.5598 0.8826
H -9.7060 16.1057 7.9112
H -3.4394 15.0426 -4.3124
H -8.0321 17.5811 0.0416
H -24.3053 15.4056 -5.5221
C -16.5101 10.9855 2.8246
O -14.3002 26.3624 -2.1037
H -23.5765 17.7816 -4.9599
H -15.3264 12.8803 2.7213
H -17.3788 11.7878 0.9943
O -23.2374 13.7898 -7.3371
H -19.5692 20.0831 11.1344
H -22.6407 24.5520 -4.8542
O -8.8062 14.5716 6.8592
H -28.7389 20.4086 2.1952
H -18.2320 17.6444 12.4736
H -4.7948 14.2177 -3.8504
C -17.7488 11.3722 1.9315
C -26.6480 18.7192 2.6145
H -27.7365 21.7705 1.7698
C -24.5893 13.5036 -7.5336
H -20.2105 9.6243 0.7071
O -20.9718 25.1983 -5.9304
H -16.0544 16.4340 10.9702
H -8.3065 17.2983 -1.6344
O -14.8769 19.6314 2.6120
H -17.1786 26.5436 -7.5608
H -18.3590 12.2122 2.2636
H -17.5334 26.5149 -6.0612
H -3.2802 15.9260 0.5033
C -3.7886 16.3872 -0.3434
H -9.3377 13.8477 6.5202

## two
144
Properties=species:S:1:pos:R:3 method="wB97M-V/def2-TZVPD" smiles=CC1(C)CCCC(C)(C)N1O.COC[C@H](C)N.COC[C@H](C)N.COC[C@H](C)N.COC[C@H](C)N.COC[C@H](C)N.COC[C@H](C)N.CO.CO homo_lumo_gap_ev=8.685 e_homo_ev=-8.11 spin_multiplicity=1
O -5.4202 -1.3170 5.9447
H -0.1873 -6.1812 -1.9294
H 5.1392 0.9092 -2.9417
C -4.0240 -1.1092 5.9775
H 2.1243 -1.2418 3.2026
C -2.0939 -6.6903 -0.9459
O -2.0414 2.0127 -4.6087
N -1.7613 -4.9081 0.7200
H 2.9225 1.7762 0.5448
H -3.1196 0.8980 -3.3209
C 5.2523 -2.7158 4.5364
H -0.0661 -7.4090 1.0254
H 0.3793 -4.0598 -0.9409
C 3.3338 2.5258 1.2209
H 0.0288 -4.3600 2.8877
H 1.1314 -6.5903 0.2834
H 2.2000 6.6805 -0.2855
H 3.2540 2.8366 -1.1861
N 0.2246 3.2641 -2.7222
H -0.7688 3.0818 -2.7281
H 1.5755 1.9827 -6.7669
C 1.0731 2.2725 -5.8440
H -1.5141 5.0484 -1.5804
C -0.2366 0.5820 0.4627
H 5.5228 -3.0315 5.5440
C -4.1545 -1.2516 -0.4606
H 0.5045 3.2564 -3.6926
N 2.9879 2.3338 -2.0207
H 0.0435 6.4790 -3.4365
H 2.0990 4.8953 2.1555
C -5.8827 -2.6941 5.7771
O 3.0896 3.7914 0.6817
H 0.4576 1.4655 -5.4466
H -3.4008 3.1728 -3.9307
C -0.5006 -6.7938 -1.0841
O -0.2968 6.5067 -0.8045
H -3.5803 -1.8890 6.5965
C -0.4729 5.1404 -1.2710
H -3.6626 -0.1373 6.3136
H 0.5036 5.2019 -4.6257
H 3.6407 -2.2559 0.4515
H 3.7211 4.4842 2.5018
O -3.5904 -1.1870 0.8406
H -5.5834 -3.0728 4.7998
H 4.3714 2.2372 1.3890
H 5.2668 -3.6603 3.9924
H 3.6603 -2.3838 6.3931
H 1.4551 5.0121 -2.3524
H -1.6785 -2.1250 3.6680
H 1.2500 -5.4853 2.5136
N 3.0973 -2.3045 5.5583
H 3.3582 5.4938 -0.4600
C -3.9848 -5.3703 0.0149
H 3.8833 8.1995 1.6519
H -2.3647 -3.0304 4.9278
C 0.4819 -4.0743 0.1441
H -3.1491 -4.4552 -2.3072
H -4.6779 -5.7146 -0.7527
C -2.8957 3.0537 -4.8892
H 2.3588 -1.6408 5.7433
C 3.7918 2.6783 -3.1649
H 2.0932 2.7214 -2.2842
H -0.2912 4.4786 -0.4241
C 3.6068 6.0974 1.1359
C 3.3966 7.3164 2.0660
H -1.4094 -0.6213 -5.2938
H 3.6713 1.6176 -5.1217
C -3.3960 -1.3060 4.5210
C 2.9969 1.9412 -4.3289
H -4.4758 -4.4475 0.3241
C 3.0791 4.8148 1.6853
H 4.1790 -0.7744 4.7383
C -1.8681 -0.4345 -4.3228
H -1.8811 -2.5299 -3.7294
N 3.1731 6.4404 -0.1606
H 0.3808 3.0588 -6.1450
H -0.9099 -0.0574 -2.6109
H 2.7753 -2.7870 3.1035
H -0.0946 1.9651 -0.8906
H 0.4915 7.4508 0.8371
C -0.3225 -5.1704 0.8654
H 3.8386 3.7659 -3.2204
O 3.7685 -1.1589 2.0555
H -3.6002 2.8021 -5.6820
N -3.2889 -0.0512 3.7583
H 3.4564 -0.6104 0.1264
H 4.6575 6.0160 0.8575
H 6.1391 -2.1698 4.2148
C -0.0440 5.4277 -3.7107
H -4.1311 -5.9963 0.8951
H 2.8283 2.2732 2.1529
H 2.4873 1.0487 -3.9658
H 1.5511 -4.1512 0.3413
H -0.0425 5.7988 1.1715
H -3.1877 -0.2904 2.7822
H 5.8193 2.1718 -3.8369
H -0.3919 -5.8059 3.0203
C 0.4132 4.7030 -2.4369
H -1.0523 7.1692 1.0967
H -0.2198 -0.5045 0.3772
O -2.2275 -3.8565 1.5033
O 2.0241 2.7624 -4.9138
H 5.6284 2.3910 -2.0811
H -2.5526 -6.8317 -1.9245
H -0.2849 -7.8331 -1.3319
C -2.0840 -2.0085 4.6731
N -0.6290 -0.2617 -3.5593
C -0.2338 6.6840 0.5650
H -3.6574 -0.6481 -1.2201
O -0.5254 1.1144 -0.7797
C -2.3017 -4.2729 -1.6463
H -0.9280 0.8384 1.2654
H -2.2309 -3.2315 -1.3322
H -5.1503 -0.8114 -0.4095
H -3.4934 0.6330 -5.0314
H -2.4306 -7.4015 -0.1916
H -4.3448 -2.2373 -0.8851
C 3.0902 -1.7449 3.1579
C 3.1097 -1.3776 0.8187
H 0.2033 -3.0823 0.4996
H -3.3299 -1.8262 -4.8687
H 0.8075 0.8327 0.6502
H -4.1493 0.4750 3.8124
H 3.7385 7.2991 3.1009
H -1.3210 -1.6666 5.3724
H -2.7677 -1.6742 0.7537
C 3.9389 -1.8166 4.5277
C 0.0443 -6.5564 0.3553
H -4.0450 -1.9101 3.8870
C -2.5204 -5.2898 -0.4874
H -5.4604 -3.4054 6.4869
H -2.4096 3.9999 -5.1266
H -3.1240 -1.7098 -3.1393
H -1.0647 5.1378 -3.9599
C -2.5785 -1.7697 -4.0811
H 2.3341 7.5558 2.0209
H -6.9625 -2.8339 5.8300
C 0.2071 -5.2566 2.2940
C 5.1623 1.9981 -2.9847
H -2.4470 -4.2688 2.3420
H 2.0300 -1.4769 0.7068
H -0.1868 0.5567 -3.9529
H -1.4550 -4.4078 -2.3193
C -2.6929 0.8447 -4.3225

List of relative energies, unit eV: one 0.000; two 0.748

## one
12
Properties=species:S:1:pos:R:3 method="wB97M-V/def2-TZVPD" smiles="O=Cc1cc(O)co1" homo_lumo_gap_ev=8.265 e_homo_ev=-9.36 spin_multiplicity=1
C -0.8503 -0.4517 0.4929
C 0.9493 -1.0957 -0.8076
H 0.1835 -3.5106 -0.0935
C -0.1436 -1.5160 -0.0090
O 0.8421 0.2980 -0.8129
O -0.7066 -2.8513 0.0362
O 0.4724 3.2046 0.7372
C -0.3563 2.0929 0.4213
H -1.6598 -0.2916 1.0766
C -0.2060 0.6950 -0.0984
H 1.5753 -1.4548 -1.6930
H -1.3202 1.6992 1.0312

## two
12
Properties=species:S:1:pos:R:3 method="wB97M-V/def2-TZVPD" smiles=c1occ2c1OCO2 homo_lumo_gap_ev=9.422 e_homo_ev=-8.55 spin_multiplicity=1
C 0.5460 0.2616 -0.1902
O -0.4875 -1.5673 0.2347
O 1.5075 -0.6944 -0.2979
H 1.3564 -2.1482 0.9951
C -1.5168 0.8149 0.3871
C -0.6327 -0.2406 0.2929
C 0.8351 -1.8549 0.1139
O -0.8621 2.0147 -0.1115
H -2.6001 0.8158 0.5915
C 0.4287 1.5976 -0.3840
H 1.1032 2.4086 -0.8147
H 0.9152 -2.5718 -0.6924

## three
12
Properties=species:S:1:pos:R:3 method="wB97M-V/def2-TZVPD" homo_lumo_gap_ev=9.431 e_homo_ev=-9.46 spin_multiplicity=1
H 1.2255 -1.8849 -1.6236
C -0.1741 -0.1467 1.2651
O 0.1864 -1.3778 1.4165
O -1.1102 2.0348 1.4260
H -1.4424 2.6271 0.7212
H 1.3047 -2.9315 -0.1012
C 0.9181 -2.0467 -0.5972
O -1.1067 1.8441 -1.3440
C 0.2691 -1.0956 0.0506
H 0.6221 0.8060 -1.2397
C -0.3180 1.1082 -0.7567
C -0.3745 1.0631 0.7830

List of relative energies, unit eV: one 2.046; two 0.000; three 3.763

## one
20
Properties=species:S:1:pos:R:3 method="wB97M-V/def2-TZVPD" total_charge=-1 homo_lumo_gap_ev=8.898 e_homo_ev=-4.87 spin_multiplicity=1
O 1.0524 -2.2043 0.2577
O 1.3147 -0.2803 -2.3607
O -1.6145 1.0325 -0.5155
H 1.1171 0.7787 -1.9777
H -1.0952 1.2728 1.8758
H 1.2708 -1.3898 2.1070
H -2.0532 -0.4478 0.9148
H -1.4804 -0.9697 -0.6590
H 1.3149 -1.6358 -0.5078
H 0.5455 -0.7648 -2.6618
C 0.0163 -0.0508 0.8731
O 0.6384 1.9421 -1.6410
C -1.3404 -0.2210 0.1206
C 0.5197 -1.4282 1.3134
H 0.3816 1.3369 2.3843
H -0.3914 -1.9665 1.6439
H -0.8760 1.4914 -1.0320
N -0.3261 0.6512 2.1336
H 0.6402 0.5226 0.2100
H 0.3655 2.3309 -2.4786

## two
20
Properties=species:S:1:pos:R:3 method="wB97M-V/def2-TZVPD" total_charge=-1 homo_lumo_gap_ev=8.848 e_homo_ev=-4.86 spin_multiplicity=1
H -0.4967 -0.6315 -2.0211
H -1.7874 -1.2332 -1.8125
N -0.7654 0.5095 1.7665
O 1.9040 -0.2847 -0.0929
H 0.3448 -1.5590 -0.2929
H -1.5030 0.0388 1.2479
H 0.6067 1.6310 0.4261
H 1.5329 -2.1954 0.6887
H -0.0211 -1.3476 2.5070
C 0.9856 -1.2227 0.4577
C -0.4307 1.6173 0.7966
H -0.9334 1.1194 -1.0635
O 0.3627 0.4290 -2.0176
H 1.6026 0.0915 -1.0109
H -0.7253 2.5371 1.2671
H 0.1653 0.9677 -2.7249
H 1.1889 0.1205 2.2236
O -1.0167 -1.6887 -1.8534
C 0.3472 -0.5434 1.8098
O -1.3610 1.6445 -0.3013

List of relative energies, unit eV: one 0.000; two 1.094